(1)
Here is C24H14Br4F6MoN3O7S4 as an isolated structure from the OMol25 dataset. Energies are from ωB97M-V/def2-TZVPD.

The geometry in XYZ format:
```
63
C24H14Br4F6MoN3O7S4 (ωB97M-V/def2-TZVPD)
Mo -0.227 -0.027 1.630
Br 0.878 5.054 6.186
Br 0.365 4.812 2.890
Br 0.318 -0.636 6.582
Br 0.869 2.331 8.034
S -2.439 -0.396 1.731
S 1.347 -2.637 0.649
S 2.950 -1.014 2.127
S -2.751 -2.472 -0.365
F 5.477 -1.314 1.629
F 0.968 -4.615 2.299
F 4.829 0.740 1.883
F -0.070 -4.781 0.404
F 2.068 -5.118 0.501
F 4.362 -0.325 0.054
O -0.113 -0.163 3.535
O -0.131 0.517 -0.072
O 3.141 -1.120 3.526
O -0.090 1.817 2.191
O 1.981 0.011 1.657
O 1.304 -2.406 -0.751
O 0.198 -2.012 1.416
N -3.040 1.435 -0.291
N -2.918 0.174 -0.848
N 2.690 -2.377 1.385
C -2.422 3.724 -0.158
C -1.720 -1.102 -3.711
C 0.128 2.073 3.465
C -0.924 2.804 -2.771
C -1.027 -3.342 -3.193
C 0.573 3.392 5.392
C 1.058 -4.433 0.997
C -1.931 -2.295 -3.032
C 1.190 1.728 -3.204
C 0.565 2.211 6.195
C 0.282 -2.005 -4.697
C -3.134 -2.473 -2.150
C -2.736 -0.770 -0.028
C 0.118 0.918 4.257
C -0.621 -0.963 -4.549
C 0.077 -3.198 -4.016
C 0.361 3.330 4.027
C 0.188 2.617 -3.576
C 0.338 0.967 5.634
C -1.072 2.094 -1.584
C -0.045 1.213 -1.239
C 1.079 1.014 -2.027
C 4.529 -0.438 1.364
C -2.228 2.335 -0.678
H -1.555 4.026 0.434
H 1.831 0.302 -1.713
H -3.884 -1.704 -2.318
H -2.509 4.432 -0.985
H -0.480 -0.041 -5.097
H -3.319 3.772 0.453
H -3.598 -3.447 -2.306
H 0.277 3.174 -4.500
H -1.194 -4.280 -2.674
H -2.426 -0.290 -3.598
H 0.771 -4.019 -4.139
H -1.695 3.504 -3.067
H 2.057 1.589 -3.836
H 1.134 -1.898 -5.356
```

Calculated values
Net charge: +1
Energy above the lowest of the compared OMol25 structures with the same formula, charge and spin (kcal per mole): 4.8
2S+1: 1
Highest occupied orbital energy (alpha / beta) (Ha): -0.419 / -0.419

Now the Löwdin charges, all in e: number 1, Mo, carries 1.7061; number 2, Br, carries 0.8096; number 3, Br, carries 0.8563; number 4, Br, carries 0.8714; number 5, Br, carries 0.8113; number 6, S, carries 0.7597; number 7, S, carries 0.6965; number 8, S, carries 0.6878; number 9, S, carries 0.9546; number 10, F, carries 0.1866; number 11, F, carries 0.1869; number 12, F, carries 0.1781; number 13, F, carries 0.1662; number 14, F, carries 0.1884; number 15, F, carries 0.1637; number 16, O, carries -0.2284; number 17, O, carries -0.2598; number 18, O, carries -0.1996; number 19, O, carries -0.1849; number 20, O, carries -0.4065; number 21, O, carries -0.2094; number 22, O, carries -0.4843; number 23, N, carries 0.0541; number 24, N, carries -0.0140; number 25, N, carries -0.2613; number 26, C, carries 0.0000; number 27, C, carries -0.0460; number 28, C, carries -0.3405; number 29, C, carries 0.0013; number 30, C, carries -0.0552; number 31, C, carries -0.7195; number 32, C, carries -0.6905; number 33, C, carries -0.2949; number 34, C, carries -0.0493; number 35, C, carries -0.7207; number 36, C, carries -0.0769; number 37, C, carries -0.3815; number 38, C, carries -0.9836; number 39, C, carries -0.3436; number 40, C, carries -0.0830; number 41, C, carries -0.0737; number 42, C, carries -0.6469; number 43, C, carries -0.0442; number 44, C, carries -0.6534; number 45, C, carries -0.0945; number 46, C, carries -0.2275; number 47, C, carries 0.0255; number 48, C, carries -0.6896; number 49, C, carries -0.2885; number 50, H, carries 0.0614; number 51, H, carries 0.1234; number 52, H, carries 0.0844; number 53, H, carries 0.0886; number 54, H, carries 0.1009; number 55, H, carries 0.0923; number 56, H, carries 0.0887; number 57, H, carries 0.1185; number 58, H, carries 0.1175; number 59, H, carries 0.1076; number 60, H, carries 0.1098; number 61, H, carries 0.1270; number 62, H, carries 0.1213; number 63, H, carries 0.1064

***

(2)
Here is the molecule C4H8O3 at a distorted geometry from the OMol25 dataset. Energies are from ωB97M-V/def2-TZVPD.

The geometry in XYZ format:
```
15
C4H8O3 (ωB97M-V/def2-TZVPD)
O -0.539 -0.476 1.923
O 0.598 0.207 -0.147
O 0.500 1.523 1.664
C 0.627 -0.823 -1.118
C 1.545 -1.092 -2.027
C -0.311 0.632 1.056
C -1.688 0.792 0.397
H 2.471 -0.500 -2.071
H 1.327 -1.887 -2.625
H -0.188 -1.568 -1.194
H 0.143 -0.959 2.337
H -1.847 0.055 -0.308
H -1.522 1.753 -0.187
H 1.320 1.539 1.089
H -2.435 0.803 1.212
```

Calculated values
Net charge: 0
Energy above the lowest of the compared OMol25 structures with the same formula, charge and spin (kcal per mole): 73.8
2S+1: 1
Highest occupied orbital energy (Ha): -0.337

Now the Löwdin charges, all in e: number 1, O, carries 0.0375; number 2, O, carries -0.1030; number 3, O, carries 0.0761; number 4, C, carries -0.2126; number 5, C, carries 0.0084; number 6, C, carries -0.5547; number 7, C, carries 0.0295; number 8, H, carries 0.0727; number 9, H, carries 0.0169; number 10, H, carries 0.1176; number 11, H, carries 0.0843; number 12, H, carries 0.0459; number 13, H, carries 0.1218; number 14, H, carries 0.1544; number 15, H, carries 0.1051

***

2S+1 of number 1 (C24H14Br4F6MoN3O7S4)?
1